[1]
A molecular structure, C47H63AlIN2P2S2Si in a non-equilibrium geometry, computed with ωB97M-V with the def2-TZVPD basis set.

Values from the calculation:
HOMO-LUMO gap = 5.7 eV
net charge = -1
E_HOMO = -3.775 eV
multiplicity = 1
energy = -115572.492 eV

Structure (XYZ):
```
119
Properties=species:S:1:pos:R:3:lowdin_charge:R:1
Al -1.538 -3.095 0.110 -0.75
C -1.141 -3.684 3.301 -0.28
Si -0.344 -2.357 2.149 0.54
C 1.515 -2.882 2.182 -0.28
C 1.986 -3.769 3.154 -0.11
C 3.299 -4.211 3.179 -0.09
C 4.169 -3.832 2.169 -0.09
C 3.723 -2.979 1.174 -0.10
C 2.426 -2.463 1.193 -0.37
P 1.890 -1.175 -0.002 1.12
C 2.965 0.272 0.575 -0.43
C 4.494 0.223 0.568 -0.21
C 5.062 1.565 1.046 -0.20
C 4.577 1.910 2.453 -0.21
C 3.050 1.913 2.503 -0.20
C 2.497 0.580 2.006 -0.23
C 2.503 -1.792 -1.669 -0.41
C 1.565 -1.146 -2.710 -0.25
C 2.112 -1.298 -4.124 -0.18
C 3.411 -0.491 -4.291 -0.19
C 4.173 -0.398 -2.960 -0.21
C 3.966 -1.671 -2.140 -0.20
C -0.387 -0.862 3.380 -0.28
C 0.351 -0.994 4.562 -0.11
C 0.270 -0.080 5.595 -0.09
C -0.555 1.029 5.463 -0.09
C -1.271 1.202 4.294 -0.12
C -1.207 0.272 3.248 -0.38
P -2.308 0.457 1.772 1.14
C -3.938 0.847 2.683 -0.41
C -5.053 0.067 1.966 -0.24
C -5.545 0.822 0.737 -0.20
C -6.133 2.167 1.159 -0.20
C -5.077 3.011 1.869 -0.21
C -4.441 2.257 3.035 -0.20
C -1.513 1.942 0.914 -0.43
C -1.188 3.221 1.687 -0.20
C -0.387 4.194 0.814 -0.20
C -1.116 4.514 -0.488 -0.20
C -1.395 3.222 -1.252 -0.20
C -2.235 2.275 -0.396 -0.23
H -0.697 -3.752 4.299 0.01
H -1.058 -4.666 2.825 0.03
H -2.203 -3.473 3.441 -0.01
H 1.307 -4.148 3.908 0.08
H 3.636 -4.862 3.978 0.10
H 5.188 -4.200 2.153 0.10
H 4.395 -2.719 0.370 0.08
H 2.651 1.108 -0.069 0.10
H 4.883 0.021 -0.429 0.08
H 4.833 -0.573 1.238 0.11
H 4.738 2.349 0.352 0.11
H 6.155 1.537 1.021 0.10
H 4.969 2.886 2.753 0.10
H 4.959 1.166 3.159 0.11
H 2.674 2.724 1.870 0.10
H 2.704 2.103 3.523 0.11
H 1.406 0.581 2.059 0.08
H 2.845 -0.218 2.670 0.12
H 2.228 -2.850 -1.611 0.07
H 1.427 -0.076 -2.495 0.10
H 0.592 -1.635 -2.624 0.07
H 1.372 -0.975 -4.860 0.07
H 2.295 -2.360 -4.309 0.12
H 3.186 0.518 -4.652 0.10
H 4.046 -0.965 -5.046 0.10
H 3.806 0.455 -2.381 0.10
H 5.240 -0.232 -3.135 0.11
H 4.672 -1.700 -1.314 0.07
H 4.193 -2.533 -2.777 0.12
H 1.008 -1.847 4.672 0.09
H 0.835 -0.239 6.506 0.10
H -0.649 1.746 6.270 0.10
H -1.916 2.065 4.212 0.08
H -3.742 0.330 3.627 0.10
H -5.891 -0.089 2.657 0.12
H -4.683 -0.918 1.678 0.02
H -6.289 0.234 0.195 0.11
H -4.695 0.982 0.063 0.09
H -6.967 1.986 1.846 0.11
H -6.528 2.710 0.295 0.10
H -5.519 3.942 2.237 0.11
H -4.299 3.285 1.158 0.07
H -5.195 2.130 3.823 0.12
H -3.647 2.870 3.463 0.08
H -0.551 1.482 0.633 0.10
H -0.601 2.983 2.573 0.09
H -2.113 3.713 2.008 0.10
H 0.576 3.735 0.567 0.10
H -0.183 5.110 1.374 0.11
H -0.517 5.196 -1.099 0.10
H -2.062 5.021 -0.267 0.11
H -0.441 2.735 -1.489 0.10
H -1.904 3.435 -2.196 0.11
H -2.448 1.360 -0.949 0.07
H -3.193 2.752 -0.191 0.09
I -3.961 -3.782 0.817 0.32
S -0.351 -4.310 -1.168 0.01
S -2.138 0.598 -5.194 0.99
C -2.188 -0.321 -3.669 -0.50
C -1.293 0.002 -2.660 -0.10
C -1.299 -0.753 -1.506 -0.18
N -2.127 -1.786 -1.319 -0.04
C -3.030 -2.054 -2.265 -0.12
C -3.093 -1.354 -3.452 -0.06
C -0.934 -0.374 -6.088 -0.52
C -1.108 -1.731 -6.316 -0.06
C -0.144 -2.396 -7.060 -0.13
N 0.933 -1.806 -7.570 0.06
C 1.090 -0.508 -7.337 -0.17
C 0.190 0.254 -6.606 -0.11
H -0.599 0.822 -2.782 0.10
H -0.595 -0.570 -0.702 0.04
H -3.708 -2.872 -2.060 0.07
H -3.842 -1.600 -4.191 0.11
H -1.964 -2.261 -5.923 0.10
H -0.248 -3.456 -7.267 0.11
H 1.987 -0.058 -7.749 0.11
H 0.359 1.307 -6.429 0.10
```

[2]
A molecular structure, C47H63BaN2PS2, computed with ωB97M-V with the def2-TZVPD basis set.

Values from the calculation:
relative energy (zero: lowest compared OMol25 entry of this formula, charge and spin) = 14.7 kJ/mol
HOMO-LUMO gap = 7.7 eV
net charge = +2
E_HOMO = -13.404 eV
multiplicity = 1
energy = -84386.168 eV

Structure (XYZ):
```
116
Properties=species:S:1:pos:R:3:lowdin_charge:R:1
Ba 0.320 1.383 0.495 1.55
C 0.969 3.538 -4.791 -0.04
C 1.446 2.972 -3.447 -0.40
C 2.621 3.776 -2.901 -0.06
C 0.268 2.893 -2.504 -0.24
C -0.063 3.908 -1.617 -0.02
C -1.195 3.875 -0.797 -0.18
C -1.249 5.033 0.191 -0.34
C -2.619 5.597 0.555 -0.04
C -0.410 4.628 1.402 -0.09
C -2.048 2.743 -0.830 -0.18
C -1.735 1.716 -1.764 -0.22
C -0.591 1.803 -2.552 -0.07
C -2.557 0.448 -1.903 -0.36
C -1.639 -0.786 -1.985 -0.07
C -3.507 0.508 -3.099 -0.02
C -3.396 2.671 -0.153 -0.21
C -4.406 3.261 -0.917 -0.04
C -5.740 3.158 -0.571 -0.03
C -6.097 2.423 0.546 -0.04
C -5.107 1.851 1.326 -0.09
C -3.745 1.978 1.029 -0.29
P -2.501 1.271 2.208 1.08
C -2.818 2.128 3.884 -0.67
C -2.233 3.542 3.866 -0.11
C -4.292 2.292 4.281 -0.08
C -2.065 1.360 4.979 -0.09
C -2.924 -0.562 2.456 -0.68
C -1.643 -1.235 2.976 -0.11
C -3.218 -1.183 1.092 -0.09
C -4.094 -0.915 3.378 -0.07
H 1.797 3.577 -5.498 0.09
H 0.584 4.552 -4.664 0.09
H 0.176 2.927 -5.226 0.08
H 1.784 1.944 -3.612 0.10
H 2.374 4.835 -2.797 0.08
H 3.461 3.715 -3.591 0.09
H 2.957 3.403 -1.931 0.07
H 0.582 4.776 -1.547 0.13
H -0.698 5.846 -0.289 0.14
H -3.258 4.880 1.065 0.06
H -3.147 5.931 -0.339 0.09
H -2.491 6.460 1.209 0.10
H -0.817 3.723 1.858 0.00
H -0.405 5.393 2.178 0.10
H 0.634 4.468 1.104 0.08
H -0.362 0.995 -3.238 0.13
H -3.163 0.372 -1.003 0.10
H -1.301 -0.956 -3.010 0.09
H -2.141 -1.690 -1.652 0.09
H -0.702 -0.626 -1.427 0.03
H -2.948 0.552 -4.037 0.09
H -4.159 1.380 -3.050 0.08
H -4.136 -0.383 -3.123 0.09
H -4.128 3.796 -1.818 0.13
H -6.497 3.630 -1.184 0.12
H -7.137 2.301 0.815 0.12
H -5.403 1.294 2.201 0.08
H -2.619 4.148 3.048 0.07
H -1.144 3.529 3.831 0.07
H -2.513 4.038 4.798 0.10
H -4.811 2.975 3.611 0.08
H -4.320 2.738 5.278 0.10
H -4.849 1.361 4.329 0.06
H -1.005 1.241 4.739 0.08
H -2.484 0.379 5.192 0.07
H -2.124 1.943 5.901 0.10
H -0.823 -1.136 2.255 0.01
H -1.826 -2.306 3.091 0.10
H -1.300 -0.855 3.937 0.07
H -2.376 -1.062 0.411 0.05
H -4.115 -0.772 0.627 0.09
H -3.369 -2.258 1.223 0.11
H -4.006 -0.503 4.378 0.06
H -4.126 -2.003 3.484 0.10
H -5.051 -0.610 2.956 0.08
S 1.976 -1.112 1.516 0.56
C 3.237 -1.535 0.484 -0.68
N 4.322 -2.153 0.893 -0.08
C 5.316 -2.629 -0.072 -0.08
C 4.596 -3.178 -1.272 -0.07
N 3.727 -2.127 -1.813 -0.08
C 3.562 -2.115 -3.284 -0.10
C 3.298 -3.504 -3.800 -0.24
C 4.223 -4.153 -4.607 -0.04
C 3.967 -5.436 -5.072 -0.06
C 2.788 -6.077 -4.723 -0.06
C 1.859 -5.432 -3.915 -0.06
C 2.112 -4.149 -3.458 -0.04
C 3.138 -1.260 -1.016 -0.67
S 2.326 0.095 -1.588 0.63
C 4.628 -2.443 2.311 -0.10
C 4.589 -3.927 2.570 -0.23
C 3.374 -4.606 2.519 -0.04
C 3.334 -5.974 2.729 -0.06
C 4.505 -6.672 2.997 -0.06
C 5.716 -6.000 3.057 -0.06
C 5.757 -4.629 2.841 -0.05
H 5.887 -3.420 0.409 0.13
H 5.993 -1.814 -0.337 0.15
H 4.010 -4.065 -1.024 0.15
H 5.306 -3.451 -2.049 0.14
H 4.470 -1.693 -3.720 0.14
H 2.740 -1.442 -3.507 0.08
H 5.143 -3.651 -4.887 0.12
H 4.687 -5.934 -5.708 0.11
H 2.588 -7.076 -5.085 0.11
H 0.935 -5.930 -3.651 0.11
H 1.381 -3.641 -2.837 0.12
H 3.907 -1.906 2.917 0.08
H 5.623 -2.037 2.504 0.14
H 2.459 -4.057 2.324 0.10
H 2.388 -6.499 2.695 0.11
H 4.471 -7.740 3.168 0.11
H 6.628 -6.540 3.274 0.11
H 6.704 -4.102 2.899 0.12
```

[3]
10 unconnected molecules or ions with the total composition C47H65BF4N12O5S in a non-equilibrium geometry, computed with ωB97M-V with the def2-TZVPD basis set.

Values from the calculation:
HOMO-LUMO gap = 8.1 eV
E_HOMO = -8.038 eV
multiplicity = 1
energy = -100293.869 eV
SMILES = COB(O)[C@]1(CCCS)OC(=O)O[C@]1(CC(N)(N)N)C(F)(F)C(F)F.c1cc[nH]c1.c1cc[nH]c1.c1cc[nH]c1.c1cc[nH]c1.c1cc[nH]c1.c1cc[nH]c1.c1cc[nH]c1.c1cc[nH]c1.c1cc[nH]c1

Structure (XYZ):
```
135
Properties=species:S:1:pos:R:3:lowdin_charge:R:1
C 1.476 -0.363 2.349 -0.01
O 1.732 0.972 1.890 0.08
B 0.669 1.794 1.844 -0.65
O -0.119 2.060 2.944 0.18
C 0.181 2.403 0.462 -0.18
C -1.109 1.583 0.212 -0.09
C -1.166 0.851 -1.119 -0.22
C -0.273 -0.393 -1.128 -0.54
S 0.094 -0.986 -2.780 0.78
O 1.092 2.125 -0.624 0.10
C 0.963 3.089 -1.539 -0.48
O 1.416 3.057 -2.715 0.10
O 0.277 4.164 -1.038 0.10
C 0.038 3.932 0.345 -0.23
C -1.320 4.488 0.789 -0.03
C -2.227 5.040 -0.313 -0.65
N -2.539 4.011 -1.291 0.13
N -1.632 6.262 -0.835 0.11
N -3.520 5.438 0.255 0.10
C 1.142 4.728 1.088 -0.33
F 0.974 6.056 0.786 0.13
F 0.978 4.577 2.450 0.11
C 2.632 4.448 0.828 -0.23
F 2.900 3.123 0.876 0.12
F 2.966 4.894 -0.422 0.09
H 0.657 -0.374 3.058 0.07
H 1.215 -0.981 1.506 0.09
H 2.332 -0.761 2.857 0.08
H 0.055 2.949 3.246 0.10
H -2.002 2.174 0.312 0.10
H -1.191 0.812 0.974 0.10
H -0.972 1.480 -1.973 0.09
H -2.190 0.521 -1.236 0.12
H -0.819 -1.211 -0.677 0.07
H 0.640 -0.200 -0.589 0.06
H 0.696 0.055 -3.350 -0.13
H -1.180 5.298 1.488 0.12
H -1.861 3.712 1.302 0.12
H -3.486 4.091 -1.618 0.06
H -1.901 4.017 -2.064 0.08
H -2.386 6.782 -1.259 0.07
H -0.982 6.050 -1.575 0.07
H -3.385 5.790 1.193 0.08
H -4.060 4.592 0.381 0.07
H 3.220 4.972 1.575 0.18
N 4.871 4.264 -2.711 0.02
C 4.635 4.800 -3.944 -0.13
C 5.770 4.646 -4.695 -0.11
C 6.730 3.985 -3.882 -0.11
C 6.141 3.763 -2.665 -0.14
H 4.211 4.242 -1.954 0.11
H 3.683 5.241 -4.182 0.11
H 5.898 4.967 -5.715 0.09
H 7.731 3.703 -4.159 0.09
H 6.517 3.289 -1.776 0.08
N -0.375 -4.334 -1.733 0.02
C 0.067 -4.873 -0.558 -0.14
C -0.269 -6.202 -0.553 -0.13
C -0.949 -6.470 -1.775 -0.12
C -0.998 -5.296 -2.478 -0.13
H -0.261 -3.376 -2.025 0.05
H 0.601 -4.280 0.166 0.10
H -0.036 -6.904 0.231 0.08
H -1.345 -7.416 -2.103 0.09
H -1.413 -5.068 -3.445 0.10
N -3.561 -3.125 -7.060 0.00
C -2.320 -2.643 -6.745 -0.14
C -2.156 -2.765 -5.392 -0.12
C -3.347 -3.345 -4.872 -0.12
C -4.193 -3.554 -5.926 -0.14
H -3.949 -3.156 -7.983 0.14
H -1.664 -2.258 -7.506 0.11
H -1.284 -2.473 -4.833 0.04
H -3.556 -3.579 -3.842 0.09
H -5.185 -3.970 -5.966 0.10
N 8.369 1.737 -0.068 0.00
C 8.882 0.716 0.685 -0.14
C 10.140 0.448 0.222 -0.11
C 10.396 1.343 -0.854 -0.11
C 9.284 2.126 -1.008 -0.14
H 7.459 2.135 0.051 0.13
H 8.310 0.271 1.480 0.10
H 10.805 -0.306 0.608 0.09
H 11.293 1.403 -1.445 0.09
H 9.068 2.920 -1.702 0.10
N 0.174 -1.489 6.487 0.00
C 0.966 -0.424 6.158 -0.15
C 2.265 -0.851 6.170 -0.11
C 2.255 -2.229 6.528 -0.11
C 0.947 -2.595 6.715 -0.14
H -0.823 -1.449 6.563 0.13
H 0.535 0.538 5.938 0.11
H 3.126 -0.245 5.944 0.09
H 3.110 -2.876 6.630 0.09
H 0.506 -3.538 6.987 0.11
N 3.325 -5.295 2.543 0.00
C 3.835 -4.161 1.976 -0.15
C 4.098 -4.430 0.659 -0.11
C 3.743 -5.787 0.427 -0.11
C 3.270 -6.291 1.608 -0.15
H 3.046 -5.382 3.501 0.14
H 3.968 -3.268 2.557 0.10
H 4.506 -3.737 -0.057 0.09
H 3.823 -6.329 -0.499 0.09
H 2.901 -7.270 1.861 0.10
N -2.956 -1.741 4.266 0.02
C -4.038 -2.276 3.616 -0.15
C -4.291 -1.510 2.514 -0.10
C -3.310 -0.481 2.483 -0.10
C -2.497 -0.651 3.571 -0.13
H -2.557 -2.099 5.109 0.13
H -4.534 -3.148 4.002 0.10
H -5.084 -1.673 1.805 0.10
H -3.213 0.296 1.745 0.08
H -1.643 -0.086 3.907 0.09
N -4.069 -6.416 1.549 0.01
C -4.849 -7.528 1.694 -0.14
C -5.897 -7.203 2.513 -0.11
C -5.740 -5.837 2.874 -0.12
C -4.599 -5.383 2.264 -0.15
H -3.235 -6.356 0.991 0.14
H -4.598 -8.450 1.199 0.11
H -6.689 -7.867 2.816 0.09
H -6.392 -5.256 3.506 0.09
H -4.125 -4.418 2.273 0.08
N -6.448 4.443 -1.756 0.00
C -7.399 3.828 -2.525 -0.14
C -7.443 4.476 -3.729 -0.11
C -6.482 5.524 -3.683 -0.11
C -5.885 5.479 -2.452 -0.16
H -6.210 4.181 -0.820 0.13
H -7.959 2.988 -2.153 0.10
H -8.091 4.229 -4.552 0.09
H -6.257 6.230 -4.464 0.09
H -5.114 6.087 -2.011 0.09
```